Computed, not measured: C9H14N2OsPS as an isolated structure at a distorted geometry, with ωB97M-V/def2-TZVPD.

Each line ends with the Löwdin charge.
Positions of all 28 atoms, in Å:
Os1 0.0000 0.0000 0.0000  1.060
S1 -0.4797 -1.0720 2.2091  0.635
P1 0.1378 2.2922 0.7489  0.609
N1 0.3780 -0.8319 4.6786  -0.115
N2 -0.3244 1.0836 3.8060  0.074
C1 -0.3548 -2.3150 -1.9931  -0.199
C2 -0.2532 -1.4613 -3.1167  -0.104
C3 0.2948 0.6101 -1.9024  -0.344
C4 0.0629 1.3091 5.0745  -0.065
C5 -0.0888 -0.2199 3.5640  -0.772
C6 0.6369 -2.2572 4.8715  -0.009
C7 0.4953 0.1227 5.6181  -0.040
C8 0.0701 -0.0846 -3.0734  -0.188
C9 -0.1811 -1.8885 -0.6922  -0.333
H1 -0.3004 -2.8292 4.6905  0.106
H2 -0.5268 -3.3808 -2.1885  0.107
H3 0.1990 0.4295 -4.0339  0.111
H4 -0.1904 -2.7002 0.0539  0.011
H5 0.2756 3.2818 -0.2552  -0.073
H6 -0.3731 -1.9183 -4.1073  0.110
H7 -0.7535 1.7915 3.1993  0.109
H8 1.2102 2.6549 1.6019  -0.085
H9 -0.0027 2.2627 5.5818  0.133
H10 1.4195 -2.6032 4.1681  0.106
H11 -0.9459 2.8329 1.4846  -0.099
H12 0.8305 -0.0390 6.6351  0.140
H13 0.6377 1.6474 -2.0518  0.005
H14 0.9616 -2.4589 5.9151  0.111

Cartesian forces, eV/Å:
Os -0.1 -0.8 -0.5
S -0.4 -1.2 -2.1
P 0.2 0.8 0.1
N -0.1 0.5 -0.8
N 0.3 -0.2 -0.1
C 0.2 0.5 -1.0
C -0.4 -1.3 0.0
C 0.1 0.5 -0.4
C 0.7 0.1 2.7
C -0.4 -0.4 -0.1
C -0.1 -0.9 -0.2
C -0.3 2.3 1.2
C 0.2 0.4 0.7
C 0.0 -0.4 0.3
H 0.7 0.4 0.0
H 0.0 0.4 0.1
H 0.0 -0.2 0.4
H -0.1 0.3 -0.2
H -0.1 -0.2 0.3
H 0.0 0.2 0.5
H 0.3 -1.0 0.3
H -0.3 0.1 -0.1
H 0.0 -0.1 -0.3
H -0.5 0.2 0.4
H 0.2 0.1 -0.1
H 0.0 -0.1 -0.3
H -0.2 -0.4 0.0
H -0.2 0.5 -0.8

Values from the calculation:
<S²>: 6.0231
ΔE to the lowest compared entry with this formula, charge and spin (kJ/mol): 0.0
HOMO level (alpha / beta) (eV): -9.9 / -11.6
Frontier orbital gap (alpha / beta) (eV): 7.21 / 6.40
E_LUMO (alpha / beta) (Eh): -0.09918 / -0.19248
Multiplicity: 5
Electronic energy (eV): -35120.513
Net charge: +1